{
  "formula": "C5H16N2O",
  "method": "wB97M-V/def2-TZVPD",
  "species": ["C", "C", "N", "C", "C", "C", "N", "H", "H", "H", "H", "H", "H", "H", "H", "H", "H", "H", "H", "H", "H", "O", "H", "H"],
  "positions_angstrom": [[-1.527, 0.021, 1.369], [-0.283, 0.890, 0.972], [0.954, 0.140, 0.692], [1.543, -0.514, 1.868], [0.977, -0.728, -0.506], [-0.109, -1.848, -0.725], [-1.184, -1.517, -1.657], [-2.149, 0.566, 2.111], [-1.155, -0.825, 1.950], [-2.082, -0.316, 0.509], [-0.559, 1.395, 0.036], [0.007, 1.492, 1.820], [1.065, -0.195, 2.803], [1.564, -1.615, 1.890], [2.596, -0.249, 1.938], [1.958, -1.260, -0.462], [0.972, -0.019, -1.320], [-0.548, -2.101, 0.236], [0.355, -2.713, -1.141], [-0.791, -1.282, -2.574], [-1.793, -0.771, -1.365], [0.098, 3.557, -3.079], [-0.665, 3.671, -2.503], [0.759, 4.220, -2.861]],
  "total_energy_ha": -384.80257,
  "smiles": "CCN(C)CCN.O",
  "e_above_lowest_kcal_mol": 34.83,
  "homo_energy_ev": -7.939,
  "homo_lumo_gap_ev": 8.7,
  "e_lumo_ev": 0.8
}